(1)
13
Properties=species:S:1:pos:R:3:forces:R:3:lowdin_spin:R:1 method="wB97M-V/def2-TZVPD" spin_multiplicity=3 relative_energy_kj_mol=18.6 mol_weight_g_mol=100.1 charge=+1 e_tot_ha=-353.08636 fmax_ha_per_bohr=0.076 s_squared=2.024
C -0.845400 -1.121084 -0.600097 -0.76 -0.65 -0.73 0.274
C 1.121435 0.681606 0.037266 -3.20 -2.02 -0.63 0.103
N 0.109792 -1.665487 -1.098696 0.60 0.45 -0.50 0.073
N 1.300881 -1.308481 -1.425581 1.40 -0.35 0.17 0.306
N -0.184167 0.926291 -0.633294 2.17 -1.79 0.07 0.790
N 1.808825 -0.285937 -0.760748 -1.82 -0.51 -0.37 0.268
N -1.928941 -1.359998 0.018968 -1.20 -1.95 2.64 0.070
H 1.631384 1.545376 -0.022524 2.15 3.25 -0.19 0.029
H 1.157532 0.391255 1.080779 -0.84 -0.09 0.52 0.023
H -0.866286 1.386543 -0.103881 -0.85 1.52 1.44 0.027
H 2.753619 -0.148771 -0.896552 2.27 0.10 -0.74 0.006
H -2.059018 -2.119695 0.723088 1.15 0.14 -0.82 0.021
H -2.665620 -0.765778 0.267218 -1.06 1.90 -0.86 0.008

=====

(2)
14
Properties=species:S:1:pos:R:3:forces:R:3:lowdin_charge:R:1 method="wB97M-V/def2-TZVPD" spin_multiplicity=1 relative_energy_kj_mol=525.0 mol_weight_g_mol=114.1 e_tot_ha=-408.09596 fmax_ha_per_bohr=0.195
C 0.735434 0.333971 -0.100691 3.62 -4.28 0.13 -0.428
C -1.207580 -0.396225 0.230513 -6.90 2.70 -2.60 -0.400
H 2.364814 -1.560846 1.148421 0.55 3.15 -3.86 0.215
H 3.790247 -0.425460 -0.233381 -4.26 -2.79 1.66 0.188
H -3.536605 -0.443439 0.047662 3.89 -1.35 -0.57 0.137
H -2.779279 -1.981945 -0.487928 1.42 2.98 1.08 0.117
H -2.090492 1.388752 -0.416588 0.09 0.61 -1.25 0.089
H 0.268134 1.894727 0.812951 0.69 1.53 1.65 0.101
N 2.554949 -0.833036 -0.036001 8.33 -5.18 2.06 -0.173
N 2.028604 0.273098 -0.321272 -6.42 4.47 0.46 -0.133
N -0.060131 -0.847061 0.268805 2.18 -0.20 -0.46 0.161
N -2.549376 -0.922815 -0.266589 -1.35 -1.19 1.35 0.027
N -1.342604 1.075538 0.150975 2.12 -2.85 1.74 0.038
N 0.056564 1.468809 -0.031643 -3.95 2.39 -1.38 0.061

=====

(3)
14
Properties=species:S:1:pos:R:3:forces:R:3:lowdin_charge:R:1 method="wB97M-V/def2-TZVPD" spin_multiplicity=1 relative_energy_kj_mol=147.8 mol_weight_g_mol=114.1 e_tot_ha=-408.23965 smiles="[H]/N=c1/n(C)nnn1N" fmax_ha_per_bohr=0.081
H -0.402498 2.190166 0.806711 0.61 -0.51 -0.04 0.042
N 0.406428 1.562415 0.658483 -0.57 0.77 0.22 0.109
C 0.028061 0.448571 0.186950 -2.76 0.62 0.06 -0.415
N 0.806286 -0.565706 -0.234680 -0.93 0.87 0.11 -0.143
C 2.229167 -0.468572 -0.223740 1.19 0.59 -1.53 -0.037
N 0.039007 -1.558598 -0.693296 2.93 -2.52 -1.62 0.013
N -1.143986 -1.297686 -0.621050 -3.04 -0.50 0.46 0.010
N -1.318161 -0.110945 -0.049985 3.17 1.47 0.36 -0.160
N -2.543734 0.447725 0.232662 1.34 0.30 -3.16 0.097
H 2.520470 0.582318 -0.608506 -0.48 -1.63 0.90 0.116
H 2.510275 -0.619546 0.805749 0.77 0.15 0.21 0.079
H 2.727639 -1.211042 -0.908990 -0.86 0.56 0.83 0.102
H -2.675494 0.402327 1.194190 -1.50 -0.52 1.53 0.067
H -3.183461 0.198579 -0.544502 0.12 0.33 1.68 0.119